{
  "formula": "C22H41BIrN6O3SSi",
  "method": "wB97M-V/def2-TZVPD",
  "elements": ["H", "N", "B", "N", "C", "Ir", "H", "C", "H", "C", "H", "C", "H", "H", "H", "N", "N", "N", "N", "C", "C", "H", "H", "C", "C", "C", "C", "H", "H", "H", "H", "H", "C", "C", "C", "C", "O", "Si", "S", "O", "C", "C", "C", "C", "O", "C", "C", "C", "C", "H", "H", "H", "H", "H", "H", "H", "H", "H", "H", "H", "H", "H", "H", "H", "H", "H", "H", "H", "H", "H", "H", "H", "H", "H", "H", "H"],
  "coordinates": [[2.902, -0.661, 1.761], [3.080, -1.924, 0.084], [3.768, -3.614, -1.681], [3.990, -2.889, -0.319], [4.933, -2.991, 0.637], [1.400, -1.441, -0.861], [5.743, -3.687, 0.499], [4.659, -2.085, 1.651], [5.214, -1.899, 2.544], [3.492, -1.421, 1.274], [4.612, -4.414, -1.954], [-0.340, -0.400, -2.536], [-1.309, 0.073, -2.329], [-0.285, -1.442, -2.137], [-0.167, -0.408, -3.607], [3.672, -2.468, -2.730], [2.351, -4.238, -1.620], [2.779, -1.444, -2.530], [1.288, -3.404, -1.304], [4.357, -2.234, -3.873], [1.876, -5.485, -1.794], [5.122, -2.930, -4.195], [2.558, -6.284, -2.050], [3.900, -1.045, -4.429], [0.507, -5.480, -1.621], [2.900, -0.579, -3.562], [0.154, -4.162, -1.325], [4.242, -0.560, -5.326], [-0.173, -6.307, -1.693], [2.274, 0.297, -3.613], [-0.796, -3.721, -1.102], [0.480, 0.220, -2.105], [-2.969, 1.686, -1.791], [-1.753, 2.519, -1.372], [-0.803, 2.858, -2.518], [-2.291, 3.805, -0.766], [-0.900, 1.821, -0.386], [-1.067, 0.791, 0.886], [-0.047, -1.065, 0.715], [-0.572, 1.453, 2.324], [-0.088, 2.796, 2.634], [0.941, 3.220, 1.596], [-1.270, 3.755, 2.664], [0.564, 2.727, 4.015], [-2.697, 0.499, 1.045], [-3.428, -0.071, 2.183], [-2.799, -1.376, 2.655], [-3.453, 0.925, 3.335], [-4.842, -0.332, 1.672], [-3.541, 2.275, -2.528], [-3.607, 1.468, -0.924], [-2.724, 0.740, -2.282], [-1.361, 3.369, -3.312], [-0.005, 3.520, -2.145], [-0.322, 1.965, -2.937], [-3.010, 3.578, 0.035], [-1.473, 4.440, -0.393], [-2.826, 4.342, -1.565], [0.499, 3.302, 0.596], [1.361, 4.196, 1.877], [1.753, 2.483, 1.549], [-2.001, 3.447, 3.423], [-0.907, 4.761, 2.916], [-1.775, 3.802, 1.690], [-0.167, 2.408, 4.772], [1.400, 2.013, 4.013], [0.940, 3.723, 4.286], [-1.815, -1.210, 3.110], [-3.455, -1.836, 3.413], [-2.678, -2.078, 1.822], [-3.887, 1.879, 3.011], [-4.081, 0.524, 4.147], [-2.443, 1.096, 3.732], [-5.312, 0.606, 1.350], [-4.823, -1.033, 0.826], [-5.453, -0.768, 2.475]],
  "forces_ev_per_angstrom": [[0.142, 0.008, 0.099], [2.530, -0.684, 1.344], [-0.117, 0.503, -0.309], [-0.118, 0.664, 0.876], [-0.586, 0.031, -0.994], [0.356, 0.192, -0.652], [0.051, -0.070, 0.152], [-0.765, 0.915, 0.202], [0.275, -0.065, 0.214], [0.873, -1.244, -0.015], [-0.111, 0.123, 0.154], [0.128, 0.073, -0.387], [0.803, -0.524, 0.241], [-0.722, 0.394, -0.728], [0.007, -0.282, -0.161], [-0.057, 0.629, -0.204], [-1.056, 0.175, 0.488], [0.141, 0.548, -1.200], [-0.605, -2.817, -0.668], [-0.506, 0.178, 0.605], [0.742, 0.866, -0.062], [-0.139, 0.145, -0.006], [-0.111, 0.039, 0.054], [-0.389, 0.251, 0.290], [-1.045, 0.693, 0.205], [0.816, -1.100, 0.038], [1.432, -0.897, -0.107], [0.035, -0.075, -0.047], [0.008, -0.157, -0.052], [0.124, 0.032, -0.069], [-0.282, 0.034, 0.043], [-0.535, 0.108, -0.084], [-0.166, 0.068, -0.159], [-0.104, -0.152, -0.220], [0.075, 0.061, 0.024], [0.052, 0.156, 0.101], [0.140, -1.442, 0.720], [-3.332, 4.107, 1.538], [-0.040, -0.249, 0.259], [0.361, -1.071, -1.530], [0.294, 0.304, 0.186], [0.091, 0.225, -0.176], [-0.206, 0.063, 0.003], [-0.088, -0.197, 0.001], [1.576, -0.561, -0.094], [-0.328, -0.114, 0.172], [0.061, -0.117, -0.060], [-0.061, 0.151, 0.218], [-0.040, 0.012, -0.070], [0.161, -0.220, 0.340], [0.206, 0.108, -0.346], [-0.270, 0.273, 0.120], [0.223, -0.087, 0.130], [-0.311, -0.156, -0.183], [-0.253, 0.347, 0.006], [0.233, 0.164, -0.206], [-0.355, -0.166, -0.103], [0.182, -0.069, 0.350], [0.133, 0.072, 0.327], [-0.039, -0.315, -0.100], [-0.008, 0.129, 0.066], [0.218, 0.117, -0.182], [-0.144, -0.250, -0.070], [0.204, -0.024, 0.380], [0.201, 0.094, -0.190], [-0.189, 0.224, 0.016], [-0.086, -0.329, -0.034], [-0.101, 0.028, 0.064], [0.341, 0.133, -0.294], [-0.151, 0.006, 0.085], [0.118, -0.194, 0.072], [0.197, 0.131, -0.291], [-0.357, -0.035, -0.109], [0.098, -0.230, 0.044], [-0.030, 0.178, 0.192], [0.169, 0.143, -0.260]],
  "homo_energy_ev": [-14.3, -15.1],
  "gap_ev": [9.1191, 4.9338],
  "charge": 2,
  "e_tot_ha": -2233.5060,
  "de_lowest_kcal_mol": 0.0,
  "spin_multiplicity": 6,
  "lumo_ev": [-5.22, -10.15]
}

***

{
  "formula": "CH3ClO3S",
  "method": "wB97M-V/def2-TZVPD",
  "elements": ["C", "O", "O", "O", "S", "Cl", "H", "H", "H"],
  "coordinates": [[0.627, -0.266, 0.355], [-0.427, -2.030, -2.347], [-2.127, -2.677, -0.800], [0.401, 0.739, -0.202], [-0.796, -2.109, -0.733], [0.453, -3.815, -0.126], [0.164, -0.460, 1.298], [1.280, -0.851, -0.163], [0.285, -1.512, -2.553]],
  "forces_ev_per_angstrom": [[-0.455, 0.867, 1.179], [-3.192, -2.281, 2.133], [1.044, 0.779, 0.468], [-1.072, 3.722, -1.408], [-1.520, -2.605, -1.997], [-0.342, 0.957, -0.333], [-0.104, -0.835, 1.162], [2.386, -2.949, -0.524], [3.256, 2.345, -0.679]],
  "homo_energy_ev": -10.7,
  "gap_ev": 9.9750,
  "e_tot_ha": -1123.9195,
  "de_lowest_kcal_mol": 28.8,
  "lumo_ev": -0.69
}

***

{
  "formula": "C2H6ClFN",
  "method": "wB97M-V/def2-TZVPD",
  "elements": ["C", "C", "N", "F", "Cl", "H", "H", "H", "H", "H", "H"],
  "coordinates": [[0.400, 0.075, 0.528], [-1.242, -0.423, 0.458], [0.989, 0.201, -0.822], [-1.279, -1.271, -0.621], [-2.279, 0.998, 0.316], [0.469, 1.015, 0.948], [0.913, -0.615, 1.313], [-1.590, -0.865, 1.451], [0.498, 0.951, -1.402], [1.213, -0.704, -1.398], [1.908, 0.638, -0.770]],
  "forces_ev_per_angstrom": [[-0.907, -2.535, 1.884], [1.016, 0.013, -0.478], [0.619, -1.538, -1.478], [-0.429, 0.669, 1.302], [0.591, -0.570, -0.076], [-0.324, 2.232, 0.886], [-0.914, 0.573, -2.023], [0.680, 0.058, -1.054], [-0.658, 0.041, -0.282], [-0.728, 0.633, 0.690], [1.054, 0.424, 0.630]],
  "homo_energy_ev": [-8.2, -18.5],
  "gap_ev": [4.0462, 7.3341],
  "charge": 1,
  "e_tot_ha": -694.0404,
  "spin_multiplicity": 3,
  "lumo_ev": [-4.14, -11.13]
}

***

{
  "formula": "C40H70N10",
  "method": "wB97M-V/def2-TZVPD",
  "elements": ["C", "C", "C", "C", "N", "H", "H", "H", "H", "H", "H", "H", "C", "C", "C", "C", "N", "H", "H", "H", "H", "H", "H", "H", "C", "C", "C", "C", "N", "H", "H", "H", "H", "H", "H", "H", "C", "C", "C", "C", "N", "H", "H", "H", "H", "H", "H", "H", "C", "C", "C", "C", "N", "H", "H", "H", "H", "H", "H", "H", "C", "C", "C", "C", "N", "H", "H", "H", "H", "H", "H", "H", "C", "C", "C", "C", "N", "H", "H", "H", "H", "H", "H", "H", "C", "C", "C", "C", "N", "H", "H", "H", "H", "H", "H", "H", "C", "C", "C", "C", "N", "H", "H", "H", "H", "H", "H", "H", "C", "C", "C", "C", "N", "H", "H", "H", "H", "H", "H", "H"],
  "coordinates": [[-0.836, 0.100, -0.038], [0.677, -0.008, -0.227], [1.106, -1.413, -0.692], [0.681, -1.684, -2.066], [0.361, -1.913, -3.135], [-1.086, -0.186, 0.975], [-1.387, -0.397, -0.842], [-1.182, 1.129, -0.209], [1.177, 0.207, 0.722], [1.032, 0.751, -0.928], [0.732, -2.158, 0.007], [2.199, -1.479, -0.764], [-0.215, 1.575, -3.641], [0.493, 1.586, -4.978], [0.870, 2.980, -5.484], [-0.252, 3.931, -5.449], [-1.112, 4.663, -5.424], [0.559, 1.736, -2.886], [-0.736, 0.641, -3.481], [-0.911, 2.414, -3.591], [-0.061, 1.043, -5.756], [1.419, 1.007, -4.916], [1.200, 2.942, -6.522], [1.645, 3.379, -4.823], [-3.708, 5.902, 1.718], [-4.130, 4.745, 2.610], [-4.754, 3.605, 1.827], [-3.845, 3.134, 0.787], [-3.073, 2.796, -0.009], [-2.893, 5.687, 1.042], [-3.536, 6.801, 2.305], [-4.555, 6.168, 1.060], [-4.905, 5.106, 3.288], [-3.287, 4.392, 3.209], [-5.657, 3.941, 1.308], [-5.056, 2.799, 2.497], [4.423, -3.841, -1.602], [5.129, -2.551, -1.318], [6.512, -2.383, -1.941], [7.240, -3.655, -1.961], [7.752, -4.630, -1.948], [4.389, -4.093, -2.663], [3.404, -3.729, -1.231], [4.893, -4.654, -1.056], [5.234, -2.545, -0.224], [4.478, -1.700, -1.513], [7.082, -1.626, -1.409], [6.394, -2.056, -2.980], [-3.311, 0.914, 3.665], [-4.621, 0.569, 4.350], [-4.489, 0.083, 5.772], [-3.389, -0.850, 5.907], [-2.548, -1.581, 6.006], [-2.639, 0.061, 3.525], [-2.778, 1.666, 4.252], [-3.483, 1.277, 2.648], [-5.168, -0.178, 3.754], [-5.316, 1.412, 4.255], [-5.399, -0.391, 6.132], [-4.303, 0.933, 6.435], [2.909, 0.843, 4.225], [3.315, 1.247, 2.817], [4.076, 0.165, 2.075], [3.337, -1.091, 2.008], [2.750, -2.028, 1.939], [2.116, 0.098, 4.239], [2.569, 1.734, 4.756], [3.753, 0.401, 4.760], [3.942, 2.138, 2.796], [2.422, 1.498, 2.231], [5.031, -0.047, 2.561], [4.286, 0.479, 1.049], [-7.121, 0.441, 1.533], [-6.282, 0.573, 0.277], [-6.315, -0.657, -0.595], [-7.618, -0.812, -1.261], [-8.616, -0.930, -1.752], [-8.191, 0.454, 1.342], [-6.787, 1.178, 2.264], [-6.945, -0.526, 2.028], [-5.248, 0.747, 0.575], [-6.597, 1.438, -0.304], [-5.978, -1.576, -0.118], [-5.589, -0.525, -1.417], [1.701, -5.551, 0.495], [2.107, -6.526, -0.591], [2.187, -7.966, -0.132], [0.995, -8.389, 0.589], [0.050, -8.711, 1.164], [0.721, -5.814, 0.890], [1.631, -4.545, 0.079], [2.446, -5.505, 1.288], [3.097, -6.224, -0.943], [1.448, -6.414, -1.453], [3.071, -8.152, 0.477], [2.269, -8.625, -1.002], [0.934, 3.584, 4.109], [-0.408, 2.987, 3.666], [-0.794, 3.242, 2.224], [-0.526, 4.598, 1.797], [-0.364, 5.690, 1.451], [1.095, 3.420, 5.173], [0.971, 4.651, 3.887], [1.768, 3.118, 3.571], [-1.213, 3.401, 4.287], [-0.428, 1.906, 3.825], [-1.840, 2.985, 2.078], [-0.227, 2.572, 1.567], [3.612, 0.320, -6.949], [4.115, -1.015, -6.399], [3.322, -1.502, -5.197], [3.441, -0.580, -4.066], [3.567, 0.150, -3.199], [2.545, 0.285, -7.196], [4.074, 0.527, -7.921], [3.798, 1.170, -6.290], [5.182, -0.972, -6.173], [4.043, -1.702, -7.247], [3.689, -2.472, -4.852], [2.244, -1.556, -5.386]],
  "forces_ev_per_angstrom": [[0.168, 1.114, -0.739], [-0.032, 0.022, -0.131], [0.546, 0.675, -0.344], [-0.084, 0.001, 1.361], [-0.260, -0.190, -1.295], [-0.522, -0.418, -0.017], [0.037, -0.628, 0.424], [0.273, -0.044, 0.451], [0.009, -0.133, -0.037], [0.033, -0.191, -0.105], [0.066, -0.206, -0.143], [-0.131, -0.055, 0.453], [0.401, 0.593, -0.145], [0.131, -0.768, -0.872], [-0.326, 0.151, 0.310], [1.968, -1.738, -0.070], [-1.917, 1.613, 0.049], [-0.270, -0.108, 0.279], [-0.018, -0.144, 0.194], [-0.181, -0.168, 0.149], [-0.304, 0.324, 0.152], [0.038, 0.153, 0.148], [0.345, 0.004, 0.132], [0.104, 0.100, -0.325], [-1.171, 0.422, -0.408], [-0.039, 0.518, 0.078], [-0.280, -0.007, -0.325], [0.922, -0.699, -0.946], [-1.040, 0.364, 0.834], [0.391, -0.043, 0.161], [0.448, -0.069, 0.000], [0.114, -0.111, 0.184], [0.119, -0.052, 0.202], [-0.062, -0.063, 0.057], [-0.007, 0.089, 0.121], [0.127, -0.147, -0.188], [-0.495, -0.188, -0.256], [0.055, 0.289, 1.456], [-0.367, -0.043, -0.538], [-3.029, 6.118, 0.133], [3.163, -5.980, 0.019], [-0.040, -0.056, -0.038], [-0.093, -0.256, -0.098], [0.046, -0.192, -0.115], [0.194, 0.176, -0.092], [0.247, 0.165, -0.449], [0.147, 0.014, -0.058], [0.156, 0.036, 0.061], [0.250, -0.029, -0.186], [-0.875, -0.297, -1.519], [-0.147, 0.620, 0.450], [-2.734, 2.115, -0.100], [3.042, -2.558, 0.311], [-0.181, -0.040, 0.341], [0.046, 0.056, -0.185], [-0.031, 0.171, 0.178], [0.410, -0.189, 0.151], [0.228, 0.154, 0.586], [-0.088, -0.052, -0.040], [0.100, -0.076, 0.058], [0.281, 0.224, 0.160], [-0.365, 0.012, -0.249], [0.329, -0.213, -0.254], [2.872, 4.678, 0.269], [-3.017, -4.906, -0.326], [-0.118, -0.008, -0.142], [0.093, -0.382, 0.187], [0.023, 0.151, 0.063], [0.002, 0.061, 0.230], [0.081, 0.005, 0.059], [0.000, 0.075, -0.010], [0.053, -0.033, 0.053], [0.242, -0.688, 0.466], [0.194, 0.056, 0.640], [0.434, 0.068, -1.602], [3.597, -0.027, 2.107], [-3.499, -0.320, -1.741], [-0.063, 0.421, 0.031], [-0.543, 0.263, -0.021], [0.123, 0.092, -0.220], [0.099, -0.001, -0.112], [0.010, 0.080, -0.080], [-0.407, 0.009, 0.323], [-0.192, 0.034, 0.194], [-0.159, 0.226, -0.147], [0.467, 0.789, -0.253], [-0.011, -0.519, -0.492], [-0.573, -0.288, 0.555], [0.412, 0.160, -0.300], [0.064, 0.059, 0.233], [-0.030, 0.012, 0.039], [-0.107, -0.099, 0.185], [-0.004, -0.215, -0.112], [-0.157, -0.210, 0.058], [-0.043, 0.068, 0.192], [0.108, 0.006, 0.049], [-0.146, -0.182, -0.538], [0.051, 0.188, 0.799], [0.590, -0.766, -0.207], [-0.205, 1.435, -0.581], [0.041, -0.989, 0.386], [-0.019, 0.091, 0.058], [-0.040, 0.008, 0.169], [-0.271, 0.218, 0.052], [0.195, -0.016, 0.111], [0.069, 0.031, 0.060], [0.092, 0.157, -0.138], [-0.067, 0.099, -0.050], [-0.030, 0.199, -0.502], [-0.052, 0.375, -0.914], [-0.125, 0.019, 0.362], [0.141, -0.600, -0.744], [0.061, 0.686, 0.906], [0.025, -0.104, 0.369], [0.229, 0.045, 0.285], [-0.033, -0.076, 0.046], [-0.051, 0.136, 0.184], [-0.173, -0.379, 0.411], [-0.229, -0.045, -0.078], [0.155, -0.289, -0.199]],
  "homo_energy_ev": -11.4,
  "gap_ev": 11.5558,
  "e_tot_ha": -2113.5917,
  "smiles": "CCCC#N.CCCC#N.CCCC#N.CCCC#N.CCCC#N.CCCC#N.CCCC#N.CCCC#N.CCCC#N.CCCC#N",
  "de_lowest_kcal_mol": 43.4,
  "lumo_ev": 0.13
}